Record 1
The molecule C3H6ClNO at a distorted geometry. Source: the OMol25 dataset; level of theory: wB97M-V/def2-TZVPD.

Geometry as ORCA input:
```
! wB97M-V def2-TZVPD RIJCOSX def2/J DEFGRID3
* xyz 0 1
C -0.28 -1.10 -0.55
C -0.21 0.06 0.36
C 1.97 2.84 0.12
H -0.41 -1.03 -1.54
H 0.86 -1.39 -0.49
H -1.17 0.50 0.68
H 0.31 -0.04 1.27
H 2.23 3.59 0.84
H 2.85 2.39 -0.67
N 0.73 2.25 0.41
O 0.55 1.18 -0.37
Cl -1.36 -2.36 0.03
*
```

Summary:
LUMO energy   0.02964 hartree
E_HOMO   -9.4 eV
E   -19264.221 eV
Energy relative to the best compared isomer or geometry (same formula, charge and spin)   104.8 kcal per mole
Frontier orbital gap   10.20 eV

And the Löwdin charges, in e, turn out to be: -0.61 -0.23 0.00 0.03 0.14 0.12 0.10 0.02 0.13 -0.07 -0.23 0.60

Record 2
The molecule C3H6ClNO2 at a distorted geometry. Source: the OMol25 dataset; level of theory: wB97M-V/def2-TZVPD.

Geometry as ORCA input:
```
! wB97M-V def2-TZVPD RIJCOSX def2/J DEFGRID3
* xyz 0 1
C 1.69 -0.87 1.24
C -1.77 0.70 -1.24
C 0.59 -0.09 1.02
N 0.13 -0.06 -0.24
O -0.73 1.24 -0.59
O 0.41 -0.89 -1.04
Cl -2.97 2.27 -1.55
H 2.29 -0.75 0.19
H 2.29 -0.41 2.08
H 1.61 -1.91 1.00
H -2.32 0.00 -0.58
H -1.50 0.29 -2.20
H 0.29 0.46 1.91
*
```

Summary:
LUMO energy (spin up / spin down)   0.01260 / 0.01259 hartree
E_HOMO (spin up / spin down)   -9.3 / -9.3 eV
E   -21310.033 eV
Energy relative to the best compared isomer or geometry (same formula, charge and spin)   140.4 kcal per mole
Frontier orbital gap (spin up / spin down)   9.62 / 9.62 eV

And the Löwdin charges, in e, turn out to be: -0.10 -0.49 -0.13 -0.24 -0.11 0.04 0.39 0.15 0.11 0.08 0.10 0.07 0.13

Record 3
The molecule C3H6ClNOS at a distorted geometry. Source: the OMol25 dataset; level of theory: wB97M-V/def2-TZVPD.

Geometry as ORCA input:
```
! wB97M-V def2-TZVPD RIJCOSX def2/J DEFGRID3
* xyz 0 1
C -2.15 1.26 -0.95
C 0.63 -0.07 -0.61
C -0.81 -0.47 0.09
N -1.56 0.75 0.24
O -2.19 0.64 -1.96
S -1.51 1.61 1.75
Cl -2.84 2.88 -0.76
H 1.05 0.77 -0.18
H 1.37 -0.88 -0.57
H 0.29 0.03 -1.59
H -1.43 -1.03 -0.57
H -0.63 -0.83 1.10
H -0.25 2.03 1.46
*
```

Summary:
LUMO energy   0.02055 hartree
E_HOMO   -9.7 eV
E   -30102.906 eV
Energy relative to the best compared isomer or geometry (same formula, charge and spin)   12.9 kcal per mole
Frontier orbital gap   10.26 eV

And the Löwdin charges, in e, turn out to be: -0.90 -0.03 -0.23 -0.54 0.05 0.79 0.63 0.03 0.08 0.04 0.10 0.10 -0.11

Record 4
The molecule C3H6ClOP at a distorted geometry. Source: the OMol25 dataset; level of theory: wB97M-V/def2-TZVPD.

Geometry as ORCA input:
```
! wB97M-V def2-TZVPD RIJCOSX def2/J DEFGRID3
* xyz 0 1
C 1.01 0.02 1.11
C 0.53 0.83 -0.06
C -0.88 0.67 -0.33
O -2.66 -1.32 -1.46
P -1.34 -0.85 -0.97
Cl 0.06 -2.14 -1.80
H 0.68 0.35 2.12
H 0.48 -0.99 0.83
H 2.11 0.07 1.14
H 0.70 1.89 0.17
H 1.10 0.52 -0.95
H -1.79 0.96 0.21
*
```

Summary:
LUMO energy   -0.01730 hartree
E_HOMO   -9.2 eV
E   -27065.981 eV
Energy relative to the best compared isomer or geometry (same formula, charge and spin)   31.6 kcal per mole
Frontier orbital gap   8.71 eV

And the Löwdin charges, in e, turn out to be: -0.14 -0.43 -0.30 -0.42 0.47 0.30 0.09 0.06 0.08 0.12 0.09 0.07

E of number 3 (C3H6ClNOS)? -30102.906 eV

Among the records above, which one has the lowest energy relative to the best compared isomer or geometry (same formula, charge and spin)? C3H6ClNOS

Look up the energy relative to the best compared isomer or geometry (same formula, charge and spin) of the first one. 104.8 kcal per mole